# C42H45N3P3STi

A structure of composition C42H45N3P3STi (the ωB97M-V functional and the def2-TZVPD basis, the Open Molecules 2025 dataset).

```
95
C42H45N3P3STi | the Open Molecules 2025 dataset | the ωB97M-V functional and the def2-TZVPD basis
Ti -0.04 0.28 -0.10
S -2.43 -2.03 2.73
C -1.30 -3.18 2.16
C -0.40 -2.65 1.30
C -0.60 -1.26 1.07
C -1.70 -0.79 1.80
C -2.12 0.61 1.81
C -3.18 1.13 2.53
C -3.43 2.49 2.47
C -2.62 3.31 1.68
C -1.60 2.73 0.96
N -1.35 1.41 1.03
H -1.38 -4.20 2.51
H 0.37 -3.25 0.83
H -3.81 0.49 3.13
H -4.24 2.92 3.03
H -2.78 4.38 1.62
H -0.95 3.31 0.32
C -2.17 -3.51 -3.59
C -1.12 -2.76 -2.85
C 0.21 -3.07 -2.58
C 0.72 -2.01 -1.85
N -0.24 -1.08 -1.67
N -1.35 -1.57 -2.28
C 2.04 -1.88 -1.18
H -1.75 -4.43 -3.99
H -2.55 -2.91 -4.42
H -3.00 -3.76 -2.93
H 0.74 -3.95 -2.91
H -2.19 -1.02 -2.36
H 2.70 -2.69 -1.48
H 1.93 -1.95 -0.10
H 2.54 -0.94 -1.42
C 1.59 -0.27 3.16
P 1.84 0.63 1.62
C 1.89 2.38 2.09
C 3.52 0.22 1.09
H 2.40 -0.04 3.85
H 1.57 -1.35 2.97
H 0.64 0.02 3.62
H 2.62 2.50 2.89
H 0.92 2.70 2.46
H 2.18 3.00 1.24
H 4.23 0.68 1.79
H 3.73 0.59 0.09
H 3.67 -0.86 1.12
C 1.90 1.11 -3.49
P 1.07 1.77 -2.01
C 2.10 3.13 -1.39
C 1.55 4.31 -0.89
C 2.38 5.28 -0.35
C 3.75 5.09 -0.30
C 4.30 3.92 -0.81
C 3.48 2.94 -1.36
C -0.50 2.51 -2.52
C -1.71 1.89 -2.22
C -2.92 2.41 -2.66
C -2.92 3.56 -3.44
C -1.72 4.18 -3.76
C -0.52 3.67 -3.30
P 0.76 0.79 -4.96
C 1.59 1.86 -6.20
C 1.98 3.16 -5.88
C 2.50 4.00 -6.86
C 2.61 3.55 -8.17
C 2.20 2.27 -8.49
C 1.69 1.43 -7.52
C 1.31 -0.86 -5.49
C 0.35 -1.65 -6.12
C 0.68 -2.90 -6.64
C 1.97 -3.38 -6.52
C 2.94 -2.59 -5.90
C 2.62 -1.34 -5.41
H 2.44 0.19 -3.25
H 2.65 1.85 -3.77
H 0.48 4.49 -0.95
H 1.95 6.20 0.02
H 4.39 5.85 0.12
H 5.37 3.78 -0.80
H 3.93 2.05 -1.78
H -1.76 0.96 -1.64
H -3.85 1.91 -2.42
H -3.85 3.96 -3.81
H -1.72 5.07 -4.37
H 0.41 4.17 -3.55
H 1.90 3.55 -4.87
H 2.81 5.00 -6.60
H 3.01 4.20 -8.94
H 2.29 1.91 -9.51
H 1.39 0.42 -7.79
H -0.67 -1.28 -6.22
H -0.07 -3.49 -7.16
H 2.24 -4.34 -6.93
H 3.97 -2.95 -5.84
H 3.40 -0.72 -4.99
```

Output
**Total charge**: +3
**Max |F|**: 0.702 eV Å⁻¹
**Kohn-Sham gap**: 4.628 eV
**Multiplicity**: 1
**E_HOMO**: -14.6 eV

How is the electron density shared among the atoms? According to natural (NBO), the charges in e are: number 1, Ti, carries 1.74; number 2, S, carries 0.59; number 3, C, carries -0.33; number 4, C, carries -0.27; number 5, C, carries -0.51; number 6, C, carries -0.30; number 7, C, carries 0.22; number 8, C, carries -0.22; number 9, C, carries -0.05; number 10, C, carries -0.23; number 11, C, carries 0.09; number 12, N, carries -0.65; number 13, H, carries 0.28; number 14, H, carries 0.25; number 15, H, carries 0.26; number 16, H, carries 0.27; number 17, H, carries 0.27; number 18, H, carries 0.24; number 19, C, carries -0.67; number 20, C, carries 0.30; number 21, C, carries -0.30; number 22, C, carries 0.22; number 23, N, carries -0.49; number 24, N, carries -0.32; number 25, C, carries -0.65; number 26, H, carries 0.27; number 27, H, carries 0.26; number 28, H, carries 0.26; number 29, H, carries 0.27; number 30, H, carries 0.43; number 31, H, carries 0.28; number 32, H, carries 0.23; number 33, H, carries 0.24; number 34, C, carries -0.94; number 35, P, carries 0.94; number 36, C, carries -0.95; number 37, C, carries -0.94; number 38, H, carries 0.28; number 39, H, carries 0.27; number 40, H, carries 0.26; number 41, H, carries 0.28; number 42, H, carries 0.25; number 43, H, carries 0.28; number 44, H, carries 0.28; number 45, H, carries 0.26; number 46, H, carries 0.27; number 47, C, carries -1.06; number 48, P, carries 0.89; number 49, C, carries -0.42; number 50, C, carries -0.22; number 51, C, carries -0.18; number 52, C, carries -0.17; number 53, C, carries -0.20; number 54, C, carries -0.16; number 55, C, carries -0.37; number 56, C, carries -0.19; number 57, C, carries -0.21; number 58, C, carries -0.17; number 59, C, carries -0.10; number 60, C, carries -0.20; number 61, P, carries 0.82; number 62, C, carries -0.27; number 63, C, carries -0.26; number 64, C, carries -0.18; number 65, C, carries -0.18; number 66, C, carries -0.18; number 67, C, carries -0.22; number 68, C, carries -0.36; number 69, C, carries -0.22; number 70, C, carries -0.20; number 71, C, carries -0.20; number 72, C, carries -0.14; number 73, C, carries -0.24; number 74, H, carries 0.27; number 75, H, carries 0.29; number 76, H, carries 0.22; number 77, H, carries 0.24; number 78, H, carries 0.25; number 79, H, carries 0.25; number 80, H, carries 0.21; number 81, H, carries 0.14; number 82, H, carries 0.24; number 83, H, carries 0.25; number 84, H, carries 0.24; number 85, H, carries 0.24; number 86, H, carries 0.18; number 87, H, carries 0.23; number 88, H, carries 0.24; number 89, H, carries 0.24; number 90, H, carries 0.22; number 91, H, carries 0.22; number 92, H, carries 0.23; number 93, H, carries 0.24; number 94, H, carries 0.23; number 95, H, carries 0.21